(1)
Density functional theory data (ωB97M-V/def2-TZVPD) for 9 unconnected molecules or ions with the total composition C22H44Br14O4S2 in a non-equilibrium geometry.

```
86
Properties=species:S:1:pos:R:3:forces:R:3
C -2.83190 3.03012 4.68946 2.12 -0.43 -1.76
C -1.59609 3.77606 3.95136 -0.79 -1.69 -0.13
C -0.39834 2.80979 4.00327 0.95 -0.18 0.31
S -0.94058 1.02302 3.95607 -3.17 2.35 3.77
O -0.55039 0.30855 5.19306 0.17 0.97 -2.17
O -0.87460 0.44681 2.65977 1.17 -0.68 -1.26
C -2.72363 1.56705 4.19267 0.54 -0.45 0.64
H -3.75361 3.48488 4.32647 -0.05 -0.08 0.49
H -2.67888 3.06996 5.76793 -0.28 0.24 -0.07
H -1.43336 4.76856 4.37155 0.40 -0.23 0.13
H -1.75136 3.90130 2.87977 -0.79 0.20 0.03
H 0.14844 3.01219 4.92422 0.33 -0.54 -0.09
H 0.25494 2.82431 3.13084 0.18 0.56 0.09
H -2.96190 0.80524 4.93494 -0.80 0.18 -0.09
H -3.26621 1.40582 3.26116 0.15 -0.20 0.09
C -0.23609 -1.63933 -3.42982 -1.63 0.16 0.00
C 0.32918 -0.70522 -4.49987 0.77 -0.79 -0.79
C -0.74551 0.11526 -5.20068 -0.72 1.50 0.69
S -2.35465 -0.68185 -4.96402 1.04 -2.20 0.70
O -2.79906 -1.22671 -6.23354 -0.20 0.37 0.19
O -3.26512 0.10594 -4.14627 0.74 -0.16 -0.61
C -1.61057 -2.13139 -3.91192 -0.87 1.95 -1.14
H -0.40525 -1.11299 -2.49043 0.39 -0.22 0.17
H 0.37243 -2.53785 -3.32750 0.31 0.42 0.45
H 0.82291 -1.39587 -5.18349 -0.18 0.11 -0.65
H 1.18216 -0.12474 -4.14834 -0.42 0.35 0.24
H -0.61503 0.46264 -6.22557 0.16 -0.87 -0.21
H -0.94664 1.06501 -4.70506 0.37 0.07 0.54
H -1.52671 -2.93980 -4.63825 -0.25 -0.07 0.20
H -2.40134 -2.24193 -3.16993 0.41 -0.56 0.14
Br 6.28347 -1.93728 0.04078 -0.18 0.07 -0.26
C 4.71372 -1.34942 -0.97818 0.12 0.88 -0.34
C 5.11283 -0.18875 -1.93220 0.08 -1.32 0.93
Br 3.43932 0.49556 -2.70208 0.77 -0.06 0.04
H 3.98954 -1.02384 -0.23142 0.03 -0.12 -0.11
H 4.34402 -2.19844 -1.55315 0.01 0.06 0.26
H 5.78138 -0.62029 -2.67713 -0.38 0.32 -0.42
H 5.67136 0.59032 -1.41337 -0.55 0.12 -0.05
Br -0.30048 2.16943 -2.00144 -0.06 -0.07 0.15
C -0.63131 1.04824 -0.40260 1.99 -0.44 -0.70
C 0.74868 0.45221 0.07771 -0.84 0.62 -0.07
Br 2.12661 1.74763 0.64552 -0.67 -0.21 0.07
H -1.15022 0.17919 -0.80706 -0.48 0.20 0.33
H -1.22639 1.70469 0.23225 0.38 -0.60 0.31
H 1.25246 -0.10166 -0.71447 -0.30 0.30 -0.23
H 0.58846 -0.25731 0.88950 -0.04 0.51 0.23
Br -5.09997 0.40035 -0.47432 0.07 0.87 -0.14
C -5.37288 2.33379 -0.70360 -0.43 0.89 0.79
C -4.08322 3.14233 -0.55554 -0.11 -0.87 -1.19
Br -4.45821 5.09436 -0.57655 0.15 -0.94 0.24
H -6.03397 2.69040 0.08627 -0.16 -0.51 0.11
H -5.90191 2.53957 -1.63412 0.39 -0.30 -0.11
H -3.49209 2.94736 -1.45033 0.30 0.28 0.20
H -3.52533 2.81239 0.32082 -0.13 0.56 0.11
Br 2.89436 6.01111 -1.95562 0.53 -0.48 0.42
C 3.96797 4.43693 -1.44073 0.76 -0.84 -0.49
C 5.50773 4.75453 -1.55143 -1.88 0.54 0.13
Br 6.68663 3.20157 -1.34606 -0.54 0.60 -0.02
H 3.63495 3.64789 -2.11497 0.32 0.20 -0.35
H 3.65360 4.03003 -0.47963 0.15 0.72 0.24
H 5.71433 5.49760 -0.78120 0.41 -0.32 0.06
H 5.68317 5.23864 -2.51214 0.23 -0.40 0.01
Br -3.87218 -1.69102 3.70568 -0.44 0.66 1.14
C -3.38076 -3.02046 2.25348 1.81 -1.42 -2.78
C -2.68276 -2.41073 1.06560 -1.78 2.03 2.91
Br -2.42407 -3.66881 -0.46480 0.21 -1.68 -2.10
H -4.27238 -3.57649 1.96375 -0.23 0.47 0.20
H -2.65642 -3.76407 2.58585 -0.20 0.09 1.02
H -1.73526 -1.95978 1.36054 0.15 -0.28 -0.20
H -3.31873 -1.62350 0.66075 0.16 -0.01 -0.29
Br 0.83424 -2.71224 0.01253 0.51 -1.36 -0.11
C 0.85200 -4.71651 -0.29886 0.10 0.82 -0.23
C 0.97415 -5.04528 -1.79792 -0.35 -0.31 0.87
Br 2.79829 -4.67142 -2.47641 -0.60 -0.12 0.10
H -0.05963 -5.07586 0.17851 -0.18 0.22 -0.53
H 1.67313 -5.09439 0.31028 0.21 0.15 -0.37
H 0.23441 -4.58697 -2.45431 0.19 0.61 0.34
H 0.75288 -6.10362 -1.93596 0.57 -0.17 0.13
Br 3.37289 -0.97838 3.09384 -0.45 -0.14 0.24
C 1.71563 -1.83734 3.76592 0.34 -1.41 -0.84
C 2.04538 -3.37907 3.83576 -0.03 1.13 0.48
Br 0.45956 -4.57792 3.79559 0.65 0.74 0.13
H 0.93671 -1.64241 3.02877 0.11 0.14 0.15
H 1.49492 -1.37141 4.72628 -0.06 -0.27 -0.19
H 2.59266 -3.49303 4.77149 -0.29 -0.55 0.04
H 2.70323 -3.73355 3.04224 -0.37 0.32 -0.14
```
Forces are in eV/Å.

Computed properties:
HOMO energy (spin up / spin down) in hartree: -0.02107 / -0.23763
Max |F| in eV Å⁻¹: 5.46
⟨S²⟩: 0.755
Net charge: -1
2S+1: 2
E_LUMO (spin up / spin down) in eV: 1.7 / 1.7


(2)
Density functional theory data (ωB97M-V/def2-TZVPD) for a molecular structure, C22H44CeN3OP3Se in a non-equilibrium geometry.

```
75
Properties=species:S:1:pos:R:3:forces:R:3
Ce 1.47478 -0.58923 0.55819 -3.10 -0.44 0.05
P -0.23635 -0.24079 3.02433 0.32 -0.56 0.37
P -2.69872 0.09661 0.49803 -0.13 -1.33 -0.76
P -0.39063 2.58784 0.73540 0.98 0.46 0.00
H 5.70250 -0.59407 -1.65450 -0.13 -0.56 -0.62
C 5.78919 -0.09167 -0.72140 0.11 -0.10 -0.52
C 4.74010 -0.06094 0.07993 0.15 0.42 0.89
H 3.85635 -0.64697 -0.24044 0.34 0.12 0.01
C -0.13702 -1.97876 3.65138 0.08 0.20 0.06
C -1.54434 0.37888 4.16803 -0.24 0.20 -0.09
C 1.25018 0.51321 3.80058 -0.24 -0.12 0.25
C -3.43876 0.33573 -1.17688 0.05 0.25 -0.13
C -3.32863 -1.61847 0.87561 0.50 0.29 0.14
C -3.76007 1.18466 1.49075 0.18 0.21 0.04
C 1.27094 3.37607 0.45129 -0.28 -0.05 0.07
C -0.91879 3.42431 2.31173 -0.05 -0.23 0.03
C -1.44188 3.50487 -0.48360 -0.32 -0.01 -0.30
H 6.78489 0.32604 -0.61168 -0.32 0.31 0.71
H 4.77590 0.44450 1.05656 -0.26 -0.33 -0.36
H 0.73989 -2.49298 3.22421 -0.36 -0.01 0.25
H -1.05655 -2.52533 3.37854 0.44 0.19 0.04
H -0.05658 -1.94464 4.74964 0.04 -0.17 -0.36
H -2.49424 -0.17443 3.99462 0.63 0.47 0.12
H -1.69172 1.47726 4.07995 0.00 -0.85 0.06
H -1.17115 0.13849 5.18890 -0.27 0.18 -0.61
H 2.16392 0.28773 3.22050 0.13 0.14 0.27
H 1.35642 0.08573 4.80536 0.32 0.14 -0.18
H 1.13210 1.60201 3.89549 0.18 -0.34 -0.17
H -4.55330 0.40428 -1.15534 0.85 0.05 -0.06
H -3.11091 -0.45460 -1.88673 -0.41 0.69 0.76
H -2.97549 1.28085 -1.52129 -0.62 -0.29 -0.17
H -4.41538 -1.61510 1.13104 0.90 -0.33 -0.19
H -2.67348 -1.99365 1.69541 -0.84 -0.03 -0.25
H -3.08531 -2.22903 -0.02240 -0.56 0.31 0.69
H -4.81504 0.87553 1.42201 0.33 0.35 0.10
H -3.58627 2.18537 1.05893 -0.51 -0.27 0.36
H -3.40494 1.19863 2.53009 -0.40 0.04 -0.30
H 1.14352 4.46532 0.27770 0.47 -0.60 0.16
H 1.73731 2.88660 -0.42647 -0.18 0.60 0.36
H 1.90870 3.16289 1.33558 -0.29 0.40 -0.39
H -0.82892 4.52653 2.20893 -0.04 -0.67 0.09
H -0.29527 3.07032 3.15500 -0.24 0.36 -0.44
H -1.96752 3.15873 2.54582 0.50 0.25 -0.19
H -1.29060 4.59558 -0.33802 -0.04 -0.62 -0.07
H -2.51698 3.28588 -0.32844 0.62 0.15 -0.01
H -1.20743 3.24373 -1.53729 -0.03 0.21 0.76
C 1.74259 1.18686 -3.62200 0.51 0.83 -0.57
C 2.88549 0.46842 -3.33543 0.77 -0.25 -0.09
C 4.10043 0.82711 -3.87078 0.58 0.84 -0.62
C 4.13235 1.91941 -4.76074 0.38 0.39 0.26
C 2.98195 2.64612 -5.03906 -0.10 -0.42 -0.76
C 1.76264 2.29224 -4.48639 -0.46 -0.38 1.41
Se 0.44538 1.02802 -2.25561 1.18 -0.26 1.48
H 1.82126 0.88863 -1.35809 -2.08 0.49 -0.59
H 2.86697 -0.26385 -2.53641 0.03 -0.37 -0.26
H 5.02699 0.36780 -3.51323 -0.40 0.06 -0.44
H 5.05077 2.37155 -5.16276 -0.22 -0.79 0.27
H 3.04892 3.47390 -5.73335 -0.05 0.13 0.19
H 0.88313 2.93861 -4.48171 0.30 -0.13 -0.57
C -0.39175 -5.21347 1.02969 0.16 -0.25 0.46
N -0.79994 -4.33307 -0.08785 0.15 0.74 -0.43
C -1.79045 -4.64464 -0.98135 0.75 -0.76 1.89
C -2.12116 -3.75000 -1.92998 -1.26 -0.88 -1.96
C -1.46588 -2.50630 -2.06095 0.30 1.93 -0.17
N -0.59257 -2.13103 -1.06179 0.33 -1.52 -0.79
C -0.21097 -3.11148 -0.21449 0.36 0.33 0.96
O 0.76543 -2.88070 0.62275 0.00 1.85 -0.66
N -1.73539 -1.57297 -3.07710 2.04 -1.54 1.87
H 0.70097 -5.18994 1.16599 -0.55 -0.02 -0.30
H -0.70929 -6.24651 0.83003 0.03 0.46 -0.03
H -0.85072 -4.85373 1.96887 0.11 -0.20 -0.51
H -2.19885 -5.64927 -0.73221 -0.14 0.93 -1.00
H -2.83415 -4.11866 -2.68650 0.31 0.59 0.39
H -2.31427 -1.86667 -3.84634 0.02 -0.09 -0.17
H -0.93431 -0.92987 -3.27825 -1.30 -0.83 0.24
```
Forces are in eV/Å.

Computed properties:
HOMO energy (spin up / spin down) in hartree: -0.57398 / -0.57423
Max |F| in eV Å⁻¹: 3.17
⟨S²⟩: 0.752
Net charge: +3
2S+1: 2
ΔE to the lowest compared entry with this formula, charge and spin in kcal/mol: 27.85
E_LUMO (spin up / spin down) in eV: -10.1 / -9.9